Record 1
Here is 4 unconnected molecules or ions with the total composition CH11N2O3 from the Open Molecules 2025 dataset. Energies are from wB97M-V/def2-TZVPD.

Structure (ORCA input):
```
! wB97M-V def2-TZVPD RIJCOSX def2/J DEFGRID3
* xyz 1 1
C 1.14 -1.01 1.56
H -3.89 1.60 0.69
H -0.86 2.03 -0.96
O -3.44 0.86 0.27
H 2.43 -0.03 0.27
H 1.85 -1.74 1.94
O -0.80 1.33 -0.29
H -0.47 -1.79 2.58
H -3.65 0.05 0.81
N 1.45 -0.31 0.40
H 0.66 0.40 0.20
H 1.74 -0.78 -3.05
N -0.13 -1.16 1.92
H -0.85 -0.62 1.33
H 2.75 -0.09 -4.10
H -1.75 1.15 -0.09
O 2.49 -0.16 -3.13
*
```

## Properties
- frontier orbital gap (Eh) = 0.3737

***

Record 2
Here is a single C4H7OP molecule from the Open Molecules 2025 dataset. Energies are from wB97M-V/def2-TZVPD.

Structure (ORCA input):
```
! wB97M-V def2-TZVPD RIJCOSX def2/J DEFGRID3
* xyz 0 1
H 0.52 -0.35 2.28
O 2.30 -1.11 1.10
P 0.99 -0.53 1.02
H -2.18 -0.66 -1.05
H -0.91 -2.44 0.37
C -0.62 -1.45 0.17
C 0.83 0.89 -0.10
C -0.57 0.89 -0.69
H -0.63 1.41 -1.59
H 1.15 1.81 0.18
C -1.10 -0.56 -0.68
H -1.15 1.42 0.02
H 1.37 0.68 -1.02
*
```

## Properties
- frontier orbital gap (Eh) = 0.3901
- SMILES = O=[P@@H]1C=CCC1

***

Record 3
Here is a molecular structure, C7H20ClO5SZn from the Open Molecules 2025 dataset. Energies are from wB97M-V/def2-TZVPD.

Structure (ORCA input):
```
! wB97M-V def2-TZVPD RIJCOSX def2/J DEFGRID3
* xyz 1 1
H -6.24 -14.95 7.83
H -4.83 -13.14 7.57
H -7.08 -12.21 10.56
H -6.19 -12.94 14.74
O -6.69 -12.66 12.75
H -7.44 -10.90 15.55
H -5.94 -12.11 8.58
H -5.60 -11.50 13.67
O -8.53 -11.71 7.92
H -9.25 -9.59 13.07
C -8.16 -12.39 10.57
C -6.54 -14.12 8.47
H -8.74 -9.49 11.51
O -6.68 -7.90 11.73
H -7.97 -10.56 13.89
C -7.69 -11.35 14.59
S -8.81 -12.80 8.87
H -6.57 -12.00 12.07
H -8.73 -11.53 10.92
C -8.76 -8.87 12.41
H -6.35 -12.60 6.93
O -10.14 -13.34 9.14
C -7.37 -8.56 12.80
H -6.58 -6.97 11.91
Zn -6.02 -8.82 10.67
H -9.23 -7.95 12.08
H -7.28 -7.92 13.68
H -6.11 -14.57 9.37
H -8.50 -13.25 11.13
C -6.40 -12.15 14.02
H -6.79 -9.46 13.02
H -8.61 -11.93 14.66
C -5.86 -12.92 7.85
O -7.91 -14.11 8.57
Cl -6.26 -10.62 11.31
*
```

## Properties
- frontier orbital gap (Eh) = 0.2353

***

Record 4
Here is 7 unconnected molecules or ions with the total composition C30H68ClO26P4 from the Open Molecules 2025 dataset. Energies are from wB97M-V/def2-TZVPD.

Structure (ORCA input):
```
! wB97M-V def2-TZVPD RIJCOSX def2/J DEFGRID3
* xyz -1 1
O -6.70 0.04 -9.27
H -7.07 -10.80 -3.35
H -6.05 -12.46 -1.03
C 11.72 5.47 -4.81
H 0.41 5.31 -4.06
O 13.40 2.98 -2.64
O 6.62 -3.21 7.46
C -6.53 -6.38 0.07
H -7.13 -1.57 -7.87
C 10.11 3.25 -0.62
H -3.38 0.52 -6.70
O -1.86 5.24 9.66
Cl 0.38 0.14 1.74
O 8.10 -3.87 5.89
C -3.53 -0.18 -7.52
H 7.07 -3.25 4.27
O -4.15 0.55 -8.58
H -1.96 -1.26 -8.75
C 7.89 -3.60 7.25
P -5.08 -0.21 -9.63
O -7.84 -10.95 0.65
H -1.22 3.61 14.37
C 6.90 -3.68 5.26
H -3.00 6.71 8.55
C 2.41 6.17 -3.99
O -4.89 -1.68 -9.68
H -9.67 -11.06 -0.29
C 9.79 3.33 0.87
C 0.98 6.08 -4.58
C -2.16 -0.74 -7.81
H 3.26 5.96 -4.64
O -4.88 0.66 -11.08
C -5.83 -11.57 -1.62
H 10.28 2.44 1.27
H -7.70 -12.14 -2.32
H -1.63 5.20 14.74
C 13.46 5.70 -0.78
C -2.42 2.20 8.97
C -1.12 6.13 7.70
H -9.48 -9.65 2.24
H -3.92 -0.99 -13.15
O 2.63 7.60 -3.54
H -4.21 -1.00 -7.28
H -6.60 -0.23 -7.15
H 13.67 5.99 1.29
O -0.89 0.67 1.40
C -3.88 1.66 8.53
H 14.22 4.92 -0.74
H -5.18 -7.83 -0.68
O -2.31 4.75 12.06
C -9.62 -9.38 1.19
C -6.82 -11.67 -2.74
H -6.54 -12.43 -3.47
C -5.48 0.27 -12.31
O 8.63 -3.97 8.09
H 6.24 -4.55 5.27
C 12.86 5.73 0.60
H -5.84 -5.56 -0.11
P -2.91 4.38 10.56
H -3.72 0.91 7.76
C -8.97 -10.33 0.10
O 11.48 3.13 -0.85
C 6.13 -2.75 6.19
H -5.41 1.09 -13.02
H 12.72 5.59 -4.38
H -4.88 -1.85 -12.10
O -6.76 -8.64 0.51
H 9.77 2.34 -1.11
H -1.31 7.02 7.10
C 11.07 4.08 -4.50
C -2.98 4.41 13.22
C -4.97 -1.08 -12.86
H -2.69 4.00 15.31
H -0.26 6.34 8.34
H -1.66 1.43 8.86
H 11.55 3.19 -4.91
C -5.72 -7.63 0.25
O 1.08 0.31 0.54
H 11.06 6.31 -4.61
H -2.88 5.02 7.94
H -8.97 0.20 -6.81
C 1.51 8.21 -3.82
P -6.40 -10.18 0.57
O 0.52 7.45 -4.36
H -1.68 -1.19 -6.94
H 12.12 5.58 -5.82
H -4.47 2.51 8.19
C -8.61 0.03 -7.83
H -3.46 3.43 13.23
H -8.84 -9.75 -0.81
H -5.07 -7.55 1.12
H 2.64 5.48 -3.18
O -5.98 -10.34 -0.99
C -7.22 -0.50 -8.01
H -9.13 -8.42 1.03
H -2.02 2.98 8.33
H -5.47 -1.48 -13.74
O -2.47 2.78 10.31
H 6.26 -1.70 5.93
H -0.70 5.29 7.14
C -2.37 5.83 8.47
H 10.07 4.18 -4.92
H -1.65 0.22 -7.88
H 10.21 4.26 1.25
H -3.77 5.15 13.25
O 1.28 9.38 -3.55
H 9.78 4.04 -1.29
H -7.23 -6.45 -0.77
H 1.02 6.02 -5.67
H 8.72 3.36 1.08
H -9.46 -0.49 -8.28
H 12.37 4.81 0.92
H -10.68 -9.28 1.00
C -2.09 4.26 14.44
P 12.24 3.70 -2.13
H -8.69 1.05 -8.23
O 0.34 -1.23 2.14
O -4.35 4.68 10.38
O 1.09 0.92 2.69
H 5.07 -2.99 6.13
O 12.49 5.22 -1.62
O 10.96 3.86 -3.15
H -7.13 -6.16 0.95
H 13.90 6.65 -1.09
H -6.53 0.22 -12.01
H -4.86 -11.85 -2.01
O -5.26 -10.60 1.46
H 12.18 6.58 0.58
H -4.40 1.15 9.34
*
```

## Properties
- frontier orbital gap (Eh) = 0.2736

***

Question: What is the formula in the first record?
Answer: CH11N2O3

***

Question: frontier orbital gap of number 2 (C4H7OP)?
Answer: 0.3901 Eh

***

Question: What is the formula in the second record?
Answer: C4H7OP